{
  "formula": "C11H24ClIN3OP2Ru",
  "method": "ωB97M-V/def2-TZVPD",
  "charge": 3,
  "energy_ev": -60065.4858,
  "homo_energy_ha": [-0.713, -0.695],
  "lumo_ev": [-10.52, -14.55],
  "de_lowest_kcal_mol": 0.0,
  "orbital_gap_ev": [8.87, 4.36],
  "spin_multiplicity": 5,
  "elements": ["C", "I", "H", "H", "H", "Ru", "P", "C", "C", "H", "H", "H", "C", "H", "H", "H", "H", "H", "H", "C", "O", "Cl", "C", "N", "C", "N", "C", "N", "C", "P", "C", "C", "H", "H", "H", "H", "H", "H", "H", "H", "H", "H", "H", "H"],
  "xyz": [[-1.2915, 1.6398, 0.5703], [1.5643, -2.2158, -0.3501], [-0.7537, 2.5857, 0.4233], [-1.5214, 1.5117, 1.6396], [-2.2147, 1.6347, -0.0258], [-0.0566, 0.0757, 0.0633], [-0.7713, 0.0016, -2.1574], [-2.1156, -1.1865, -2.4447], [-1.4347, 1.5814, -2.7547], [1.4097, 0.1129, -3.1773], [0.1134, -0.1400, -4.3923], [0.6789, -1.5111, -3.3732], [0.4862, -0.4325, -3.4008], [-0.6901, 2.3716, -2.5823], [-1.6419, 1.4978, -3.8327], [-2.4376, -1.1451, -3.4957], [-2.9660, -0.9481, -1.7887], [-2.3609, 1.8254, -2.2167], [-1.7563, -2.1987, -2.2094], [-1.3862, -1.0856, 0.6084], [-2.2380, -1.8049, 0.9456], [1.5175, 1.6667, -0.7989], [1.5283, -0.9648, 5.1385], [1.7206, -1.8387, 3.9673], [3.0992, -1.6910, 3.4290], [3.4486, -0.2793, 3.1536], [3.2080, 0.5548, 4.3465], [1.8046, 0.4602, 4.8289], [0.8481, 1.0164, 3.8655], [0.9035, 0.1180, 2.2179], [0.6934, -1.6011, 2.9736], [2.7674, 0.2606, 1.9836], [2.2305, -1.2737, 5.9320], [0.4907, -1.0562, 5.4702], [3.1807, -2.2656, 2.4981], [3.7975, -2.0627, 4.1977], [3.4227, 1.5988, 4.0950], [3.8616, 0.2007, 5.1641], [-0.1722, 0.9442, 4.2631], [1.0534, 2.0795, 3.6868], [0.7400, -2.3601, 2.1752], [-0.3027, -1.6207, 3.4451], [2.9857, 1.3329, 1.8692], [3.0614, -0.2718, 1.0698]],
  "forces_ev_per_a": [[-0.6885, 0.4172, 0.9967], [-0.2095, -0.0818, -0.5652], [-0.0835, -0.4452, -0.0610], [-0.3590, 0.2542, -0.4844], [0.1864, -0.1709, 0.2411], [2.9034, 3.0302, -1.8352], [-0.9034, -0.7024, -2.6845], [0.0460, -0.0938, 0.4071], [0.0938, 0.5458, 0.5744], [-0.1123, -0.0897, -0.2594], [0.0775, -0.1333, 0.2694], [-0.0512, 0.1699, -0.1261], [0.3258, 0.0384, 0.4957], [-0.2917, -0.1283, -0.1589], [0.0681, -0.1261, 0.3485], [0.1234, 0.0075, 0.2963], [0.1339, -0.1051, -0.2878], [0.2187, -0.0009, -0.2671], [-0.1947, 0.1760, -0.1506], [-5.4561, -3.8584, 2.0490], [3.3440, 2.6796, -1.2557], [-0.5405, -1.0438, 0.5559], [0.3938, 0.0622, 0.2735], [0.3378, 1.1572, -0.2974], [0.6737, -1.2034, 0.4627], [-3.1633, 0.1343, 0.2327], [0.7908, 0.7682, 1.2019], [0.1080, -0.9108, -1.7687], [-0.1156, 0.7317, 0.2902], [0.9029, -1.0546, 1.4056], [0.6455, 0.2209, -0.2531], [0.8380, -0.0892, 0.0665], [-0.4246, 0.0817, -0.2528], [0.2248, -0.0517, 0.1600], [0.1464, 0.0693, 0.3332], [-0.2377, 0.0581, -0.4456], [0.1167, -0.2338, 0.1449], [-0.2175, 0.2559, -0.4306], [0.1689, -0.0108, -0.0054], [0.0075, -0.1725, 0.1257], [-0.0995, 0.0724, 0.4219], [0.2520, -0.1092, -0.1803], [-0.0031, -0.2695, 0.0192], [0.0242, 0.1547, 0.3975]]
}



{
  "formula": "C6H4AuN5O5",
  "method": "ωB97M-V/def2-TZVPD",
  "charge": 2,
  "energy_ev": -27639.6956,
  "homo_energy_ha": [-0.616, -0.659],
  "lumo_ev": [-8.60, -12.65],
  "de_lowest_kcal_mol": 9.5,
  "orbital_gap_ev": [8.17, 5.27],
  "spin_multiplicity": 3,
  "elements": ["O", "C", "Au", "O", "C", "C", "O", "C", "O", "C", "O", "H", "N", "N", "N", "C", "N", "N", "H", "H", "H"],
  "xyz": [[-2.7117, 0.9599, -4.0171], [-2.3179, 0.2622, -3.2258], [1.2772, 0.4784, 0.2457], [-2.1709, -0.7780, 2.0293], [-1.2681, -0.4132, 1.4334], [2.6470, 0.5761, -1.7612], [3.2987, 0.5216, -2.6756], [0.4111, 2.3902, 0.6164], [-0.2128, 3.3624, 0.6894], [0.9622, -1.6370, -0.1799], [1.2135, -2.7468, -0.4463], [0.5247, 0.9015, -1.1737], [1.2591, -3.3353, 3.9001], [1.2724, -2.0316, 3.5308], [2.2565, -1.1872, 4.0056], [2.2696, -0.2480, 3.0949], [1.4216, -0.4500, 2.0691], [0.7719, -1.6463, 2.3536], [0.3486, -3.7332, 3.6319], [1.4964, -3.3617, 4.8445], [2.8895, 0.6203, 3.1421]],
  "forces_ev_per_a": [[0.1816, -0.4457, 0.4403], [-0.1365, 0.4550, -0.4042], [0.4431, -0.4903, -1.3991], [2.2299, 0.9095, -1.4582], [-3.1404, -0.6875, 1.2103], [1.1955, 0.0444, -0.6190], [-1.1092, 0.1105, 1.1792], [-2.5314, 5.7907, 1.2498], [2.6503, -4.4564, -0.5444], [1.5015, -6.9871, -2.0755], [-1.3369, 5.6501, 1.2257], [-1.0235, 0.2469, -1.1348], [-1.5725, 0.5588, -1.8499], [1.9429, 2.3276, -3.0021], [-1.5734, -1.1528, -0.3469], [-0.1421, 0.3633, -0.1347], [-0.2739, -2.5793, 3.3992], [1.4520, 0.7365, 1.4267], [0.5045, -0.1415, 0.4451], [0.3625, -0.5254, 2.1687], [0.3760, 0.2724, 0.2237]]
}



{
  "formula": "C6H10OS",
  "method": "ωB97M-V/def2-TZVPD",
  "energy_ev": -19263.9775,
  "homo_energy_ha": -0.323,
  "lumo_ev": 0.78,
  "de_lowest_kcal_mol": 70.4,
  "orbital_gap_ev": 9.56,
  "smiles": "C[C@@H]1C[C@@H](O)[C@H]2S[C@@H]21",
  "elements": ["C", "C", "C", "C", "O", "C", "S", "C", "H", "H", "H", "H", "H", "H", "H", "H", "H", "H"],
  "xyz": [[1.5337, -1.4918, -0.0838], [0.9939, -0.1114, -0.3678], [0.3024, 0.5802, 0.8804], [-1.2491, 0.7562, 0.6018], [-1.6311, 2.0221, 0.0788], [-1.3726, -0.3705, -0.4514], [-1.5703, -0.8746, -2.1423], [-0.1930, -0.0418, -1.3114], [1.8236, -1.9619, -1.0264], [2.4013, -1.4639, 0.5836], [0.7494, -2.1124, 0.3517], [1.8151, 0.5317, -0.6913], [0.4879, 0.0657, 1.8197], [0.7727, 1.5631, 0.9344], [-1.8582, 0.5518, 1.4984], [-1.5530, 2.6916, 0.8191], [-1.1745, -1.3281, 0.0965], [-0.2782, 0.9942, -1.5901]],
  "forces_ev_per_a": [[-0.0032, -0.2664, -0.1501], [0.0086, -0.5799, 0.3383], [0.0682, 0.7582, -0.4972], [-0.7200, -0.3555, -0.0716], [0.4740, 0.9340, 1.3204], [0.9447, -0.6633, 1.2238], [0.1048, 0.1276, -0.4062], [-0.4294, 0.2934, -0.0543], [0.1504, -0.0361, 0.1137], [-0.2052, -0.0518, -0.0362], [0.1473, -0.1258, 0.1441], [-0.1244, -0.0750, -0.2543], [0.0204, -0.1986, 0.0174], [-0.2702, 0.1950, 0.4140], [0.2929, -0.0562, -0.1939], [-0.1242, -1.1669, -1.3346], [-0.1904, 0.9370, -0.2490], [-0.1443, 0.3302, -0.3245]]
}



Repeat the third record exactly.
{
  "formula": "C6H10OS",
  "method": "ωB97M-V/def2-TZVPD",
  "energy_ev": -19263.9775,
  "homo_energy_ha": -0.323,
  "lumo_ev": 0.78,
  "de_lowest_kcal_mol": 70.4,
  "orbital_gap_ev": 9.56,
  "smiles": "C[C@@H]1C[C@@H](O)[C@H]2S[C@@H]21",
  "elements": ["C", "C", "C", "C", "O", "C", "S", "C", "H", "H", "H", "H", "H", "H", "H", "H", "H", "H"],
  "xyz": [[1.5337, -1.4918, -0.0838], [0.9939, -0.1114, -0.3678], [0.3024, 0.5802, 0.8804], [-1.2491, 0.7562, 0.6018], [-1.6311, 2.0221, 0.0788], [-1.3726, -0.3705, -0.4514], [-1.5703, -0.8746, -2.1423], [-0.1930, -0.0418, -1.3114], [1.8236, -1.9619, -1.0264], [2.4013, -1.4639, 0.5836], [0.7494, -2.1124, 0.3517], [1.8151, 0.5317, -0.6913], [0.4879, 0.0657, 1.8197], [0.7727, 1.5631, 0.9344], [-1.8582, 0.5518, 1.4984], [-1.5530, 2.6916, 0.8191], [-1.1745, -1.3281, 0.0965], [-0.2782, 0.9942, -1.5901]],
  "forces_ev_per_a": [[-0.0032, -0.2664, -0.1501], [0.0086, -0.5799, 0.3383], [0.0682, 0.7582, -0.4972], [-0.7200, -0.3555, -0.0716], [0.4740, 0.9340, 1.3204], [0.9447, -0.6633, 1.2238], [0.1048, 0.1276, -0.4062], [-0.4294, 0.2934, -0.0543], [0.1504, -0.0361, 0.1137], [-0.2052, -0.0518, -0.0362], [0.1473, -0.1258, 0.1441], [-0.1244, -0.0750, -0.2543], [0.0204, -0.1986, 0.0174], [-0.2702, 0.1950, 0.4140], [0.2929, -0.0562, -0.1939], [-0.1242, -1.1669, -1.3346], [-0.1904, 0.9370, -0.2490], [-0.1443, 0.3302, -0.3245]]
}